No. 1
Formula: C4H6S
Source: OMol25
Level of theory: ωB97M-V/def2-TZVPD

HOMO level (eV): -8.6878
Energy above the lowest of the compared OMol25 structures with the same formula, charge and spin (kJ/mol): 103.9
Orbital gap (Eh): 0.3554
Multiplicity: 1
Calculated total energy (Eh): -554.1326
Lowest unoccupied orbital energy (Eh): 0.0362

Atoms and positions in Å:
C1 1.84 -0.43 -0.18
C2 0.66 -0.39 0.39
C3 -0.44 0.11 -0.42
C4 -1.53 0.75 0.18
S1 -1.95 -0.94 -0.10
H1 2.61 -0.90 0.44
H2 2.13 -0.11 -1.16
H3 0.54 -0.78 1.45
H4 -0.34 0.16 -1.45
H5 -1.49 0.98 1.25
H6 -2.04 1.56 -0.40


No. 2
Formula: C4H6S
Source: OMol25
Level of theory: ωB97M-V/def2-TZVPD

HOMO level (eV): -8.2084
Energy above the lowest of the compared OMol25 structures with the same formula, charge and spin (kJ/mol): 189.9
Orbital gap (Eh): 0.3328
Multiplicity: 1
Calculated total energy (Eh): -554.0998
Lowest unoccupied orbital energy (Eh): 0.0312

Atoms and positions in Å:
C1 0.70 -2.10 -1.54
C2 0.81 -0.84 -0.87
C3 0.88 0.26 -0.33
S1 0.77 1.90 0.17
C4 -0.68 2.40 1.28
H1 -0.35 -2.39 -1.32
H2 1.35 -2.91 -0.99
H3 0.87 -2.14 -2.67
H4 -0.93 1.71 2.17
H5 -1.59 2.28 0.67
H6 -0.55 3.43 1.57


No. 3
Formula: C4H6S
Source: OMol25
Level of theory: ωB97M-V/def2-TZVPD

HOMO level (alpha / beta) (eV): -7.3052 / -9.9209
Energy above the lowest of the compared OMol25 structures with the same formula, charge and spin (kJ/mol): 303.9
Orbital gap (alpha / beta) (Eh): 0.2696 / 0.3267
Multiplicity: 3
Calculated total energy (Eh): -553.8893
Lowest unoccupied orbital energy (alpha / beta) (Eh): 0.0012 / -0.0379

Atoms and positions in Å:
C1 1.53 0.16 -0.40
C2 1.22 2.05 1.28
C3 0.99 -0.71 -1.27
C4 -1.23 0.81 1.16
S1 -0.25 2.20 1.88
H1 2.54 0.42 -0.16
H2 1.58 -1.30 -1.82
H3 -0.12 -0.99 -1.43
H4 -0.59 0.04 0.96
H5 -1.57 1.16 0.16
H6 -2.03 0.50 1.96